# 1
Density functional theory data (ωB97M-V/def2-TZVPD) for an isolated ion of composition C4H8N3OS and charge +1 at a distorted geometry.

Output
E = -794.5221 Ha
highest occupied orbital energy (alpha / beta) = -13.22 / -12.53 eV
Kohn-Sham gap (alpha / beta) = 8.2 / 7.5 eV
net charge = +1
spin multiplicity = 1

Atoms and positions in Å:
C  -0.700  -1.293  -0.844
C  -1.642  0.780  0.058
C  -1.643  -0.120  -1.130
C  0.852  0.624  0.304
N  0.414  -1.443  -0.370
N  -0.398  0.920  0.757
N  1.621  -0.190  1.353
O  -2.559  1.312  0.553
S  1.757  1.259  -1.023
H  -1.379  -2.263  -1.048
H  -1.298  0.387  -2.004
H  -2.612  -0.407  -1.364
H  -0.441  1.388  1.679
H  1.321  -1.269  1.035
H  1.693  0.239  2.287
H  2.598  -0.052  1.178
H  2.415  0.126  -1.422



# 2
Density functional theory data (ωB97M-V/def2-TZVPD) for one molecule with the formula C10H14N2S at a distorted geometry.

Output
E = -897.1692 Ha
highest occupied orbital energy = -8.12 eV
SMILES = CCCNC(=S)Nc1ccccc1
Kohn-Sham gap = 8.8 eV
spin multiplicity = 1

Atoms and positions in Å:
C  1.167  0.839  -2.964
C  -0.299  1.278  -3.047
C  -1.258  0.348  -2.306
C  -1.441  1.123  0.044
C  -0.216  -0.134  1.845
C  0.854  0.199  2.676
C  1.645  -0.792  3.228
C  1.377  -2.141  2.955
C  0.301  -2.467  2.136
C  -0.501  -1.480  1.586
H  1.820  1.520  -3.518
H  1.273  -0.160  -3.382
H  1.503  0.827  -1.939
H  -0.616  1.326  -4.092
H  -0.393  2.304  -2.629
H  -2.294  0.699  -2.409
H  -1.183  -0.683  -2.723
H  -0.289  -0.404  -0.575
H  -1.312  1.632  1.947
H  1.096  1.279  2.861
H  2.483  -0.533  3.888
H  1.984  -2.917  3.377
H  0.101  -3.487  1.914
H  -1.345  -1.754  0.977
N  -0.984  0.244  -0.881
N  -1.025  0.919  1.327
S  -2.450  2.414  -0.298



# 3
Density functional theory data (ωB97M-V/def2-TZVPD) for C10H32N10O12Zn as an isolated structure at a distorted geometry.

Output
E = -3629.8782 Ha
highest occupied orbital energy = -8.69 eV
Kohn-Sham gap = 2.6 eV
spin multiplicity = 1

Atoms and positions in Å:
Zn  -1.749  -1.582  -3.061
C  -0.639  -0.124  -1.264
O  -1.262  0.252  -2.223
O  -0.301  0.574  -0.266
O  -0.563  -1.316  -1.334
C  2.586  2.496  1.118
O  3.436  2.689  1.977
N  1.385  2.598  1.367
N  2.758  2.092  -0.140
H  1.107  2.841  2.307
H  0.741  2.237  0.678
H  1.940  2.227  -0.717
H  3.718  2.096  -0.452
C  1.334  3.095  -3.552
O  2.083  3.599  -4.341
N  0.683  1.946  -3.735
N  1.045  3.639  -2.440
H  0.081  1.513  -3.049
H  0.944  1.472  -4.588
H  1.738  4.281  -2.085
H  0.335  3.196  -1.873
C  2.889  -3.215  -1.783
O  3.098  -2.922  -0.606
N  3.740  -3.882  -2.538
N  1.808  -2.901  -2.387
H  3.460  -4.206  -3.452
H  4.640  -4.071  -2.120
H  1.644  -2.948  -3.382
H  1.141  -2.331  -1.886
C  -2.638  3.485  -1.394
O  -3.143  4.564  -1.654
N  -1.575  3.256  -0.662
N  -3.161  2.373  -1.726
H  -1.146  2.343  -0.617
H  -1.172  3.956  -0.056
H  -3.901  2.367  -2.413
H  -2.513  1.598  -1.701
C  0.121  -4.361  0.719
O  1.101  -3.748  1.017
N  0.041  -5.709  0.878
N  -0.964  -3.762  0.214
H  0.836  -6.313  1.029
H  -0.846  -6.050  0.537
H  -0.967  -2.762  0.069
H  -1.641  -4.431  -0.123
C  1.247  -1.755  3.463
C  1.374  -0.601  2.489
O  1.575  -1.046  1.122
O  2.327  -2.671  3.299
H  0.315  -2.301  3.317
H  1.192  -1.356  4.476
H  2.175  0.043  2.852
H  0.449  -0.026  2.533
H  1.107  -0.373  0.622
H  2.164  -3.258  4.040
C  -3.823  1.190  1.553
C  -4.154  1.373  3.054
O  -3.306  2.335  3.648
O  -2.691  0.391  1.495
H  -3.463  2.129  1.132
H  -4.670  0.997  0.894
H  -4.167  0.496  3.702
H  -5.175  1.746  3.133
H  -2.631  1.790  4.058
H  -2.101  0.747  0.827



# 4
Density functional theory data (ωB97M-V/def2-TZVPD) for C3H3HgO2 as an isolated structure at a distorted geometry.

Output
E = -419.8458 Ha
highest occupied orbital energy (alpha / beta) = -8.27 / -8.19 eV
Kohn-Sham gap (alpha / beta) = 7.0 / 6.0 eV
spin multiplicity = 2

Atoms and positions in Å:
O  -1.202  -0.554  -0.255
Hg  -0.860  -1.814  1.521
O  2.072  0.673  -0.230
C  0.902  0.577  -0.585
C  -0.204  0.075  0.187
C  0.024  1.795  -1.216
H  -0.488  1.418  -2.113
H  0.761  2.534  -1.563
H  -0.654  2.390  -0.587



# 5
Density functional theory data (ωB97M-V/def2-TZVPD) for one molecule with the formula C5H7NO2 at a distorted geometry.

Output
E = -399.7598 Ha
highest occupied orbital energy = -8.58 eV
SMILES = COc1cocc1N
Kohn-Sham gap = 9.3 eV
spin multiplicity = 1

Atoms and positions in Å:
C  -0.266  -1.026  2.227
C  0.263  0.216  0.364
C  0.323  1.510  0.222
C  -0.089  0.488  -1.772
C  -0.148  -0.368  -0.806
H  -1.172  -0.466  2.398
H  0.381  -1.673  3.021
H  -0.625  -1.823  1.376
H  1.034  2.368  0.584
H  -0.840  0.401  -2.693
H  -1.333  -1.999  -1.867
H  0.039  -2.450  -0.516
N  -0.616  -1.718  -0.865
O  0.756  -0.206  1.438
O  0.037  1.799  -1.146



# 6
Density functional theory data (ωB97M-V/def2-TZVPD) for C16H26ClIInN2O3P as an isolated structure at a distorted geometry.

Output
E = -2249.2663 Ha
highest occupied orbital energy (alpha / beta) = -14.03 / -14.03 eV
Kohn-Sham gap (alpha / beta) = 4.7 / 4.6 eV
net charge = +2
spin multiplicity = 1

Atoms and positions in Å:
C  -1.740  2.770  -0.181
C  -3.156  2.250  -0.086
H  -1.607  3.473  0.661
H  -1.496  3.283  -1.122
H  -1.035  1.936  -0.048
O  -3.616  1.882  1.013
I  -4.168  -0.740  -0.840
In  -1.021  -0.358  -1.969
P  -4.184  2.520  -1.583
C  -5.839  2.248  -0.931
C  -3.910  4.270  -1.921
H  -2.712  1.619  -3.392
H  -4.446  1.996  -3.879
H  -4.040  0.502  -2.974
C  -3.781  1.560  -3.111
H  -2.929  4.396  -2.421
H  -4.736  4.567  -2.585
H  -6.547  2.860  -1.510
H  -5.865  2.527  0.138
H  -3.939  4.837  -0.969
H  -6.109  1.183  -1.012
C  -4.442  -0.032  1.958
O  -4.829  0.447  2.928
Cl  0.169  0.171  -3.996
C  6.194  -1.247  -0.141
C  5.645  -1.556  1.235
N  4.173  -1.769  1.258
C  3.760  -3.028  0.649
C  4.219  -4.229  1.452
C  3.387  -0.639  1.087
O  3.842  0.476  0.822
C  1.883  -0.845  1.244
C  1.310  -1.621  2.258
C  -0.089  -1.754  2.287
C  -0.839  -1.293  1.198
N  -0.250  -0.627  0.194
C  1.076  -0.312  0.255
H  5.993  -2.079  -0.826
H  7.280  -1.099  -0.057
H  5.729  -0.333  -0.530
H  6.080  -2.492  1.629
H  5.874  -0.728  1.929
H  2.675  -3.013  0.597
H  4.144  -3.045  -0.388
H  3.822  -4.212  2.472
H  3.826  -5.132  0.982
H  5.305  -4.282  1.498
H  1.988  -2.010  3.018
H  -0.638  -2.277  3.080
H  -1.937  -1.370  1.115
H  1.528  0.354  -0.483



# 7
Density functional theory data (ωB97M-V/def2-TZVPD) for a 3-piece molecular cluster, C17H17BrF3INO2 overall at a distorted geometry.

Output
E = -4034.4326 Ha
highest occupied orbital energy = -4.97 eV
Kohn-Sham gap = 7.2 eV
net charge = -1
spin multiplicity = 1

Atoms and positions in Å:
O  1.153  -1.278  -0.423
C  0.830  -2.222  -1.345
O  0.586  -1.748  -2.715
C  0.810  -3.775  -0.822
Br  -1.129  -4.154  -0.312
N  1.217  -4.808  -1.847
I  -0.340  -5.418  -3.051
C  2.455  -4.419  -2.624
C  3.733  -3.952  -1.702
C  4.253  -5.080  -0.631
F  3.756  -4.760  0.758
F  5.762  -5.072  -0.641
F  3.869  -6.466  -1.058
H  1.404  -3.868  0.203
H  2.810  -5.406  -3.195
H  2.192  -3.652  -3.499
H  4.633  -3.754  -2.462
H  3.531  -2.900  -1.193
C  0.023  2.464  1.448
C  0.226  3.791  1.825
C  1.318  4.500  1.324
C  2.202  3.883  0.439
C  1.997  2.557  0.059
C  0.910  1.846  0.567
H  -0.827  1.911  1.841
H  -0.467  4.273  2.510
H  1.479  5.532  1.624
H  3.050  4.437  0.045
H  2.685  2.078  -0.633
H  0.753  0.811  0.275
C  -5.663  2.178  1.774
C  -5.459  3.505  2.151
C  -4.368  4.214  1.651
C  -3.483  3.597  0.765
C  -3.688  2.271  0.385
C  -4.775  1.560  0.893
H  -6.512  1.625  2.167
H  -6.152  3.987  2.836
H  -4.206  5.246  1.950
H  -2.635  4.151  0.371
H  -3.000  1.791  -0.307
H  -4.932  0.525  0.601



# 8
Density functional theory data (ωB97M-V/def2-TZVPD) for C24H31BrIN6O6Se2Ti as an isolated structure.

Output
E = -10237.4343 Ha
highest occupied orbital energy (alpha / beta) = -2.36 / -4.22 eV
Kohn-Sham gap (alpha / beta) = 4.5 / 6.4 eV
net charge = -1
spin multiplicity = 3

Atoms and positions in Å:
Ti  -1.458  -0.760  -0.059
Br  3.875  1.174  -2.054
C  2.237  2.161  -2.508
C  2.431  3.379  -3.138
C  1.226  4.072  -3.456
C  0.026  3.560  -3.062
C  -0.036  2.328  -2.346
N  1.133  1.595  -2.147
C  -1.281  1.912  -1.759
O  -2.313  2.593  -1.831
O  -1.288  0.737  -1.114
H  3.413  3.751  -3.381
H  1.272  5.009  -4.000
H  -0.904  4.070  -3.268
O  -4.126  -5.370  1.695
C  -4.323  -4.100  2.321
C  -3.542  -3.018  1.572
C  -2.100  -3.520  1.467
O  -1.186  -2.429  1.284
C  -3.614  -1.767  2.471
Se  -3.280  -0.011  1.641
C  -4.229  -2.788  0.207
Se  -3.041  -2.389  -1.304
H  -4.747  -5.995  2.076
H  -3.983  -4.139  3.364
H  -5.384  -3.828  2.315
H  -2.001  -4.222  0.639
H  -1.826  -4.021  2.402
H  -0.280  -2.756  1.055
H  -2.933  -1.901  3.317
H  -4.625  -1.699  2.880
H  -4.935  -1.965  0.308
H  -4.767  -3.691  -0.079
C  3.387  1.396  3.841
C  2.282  0.888  2.958
C  1.115  0.353  3.493
C  0.124  -0.110  2.649
N  0.231  -0.068  1.319
C  1.338  0.462  0.801
C  2.382  0.934  1.577
H  3.006  1.696  4.817
H  3.889  2.249  3.386
H  4.136  0.617  4.001
H  0.963  0.309  4.564
H  -0.803  -0.514  3.033
H  1.377  0.542  -0.281
H  3.246  1.363  1.084
N  -1.145  4.719  -0.231
C  0.014  4.309  0.309
O  0.182  3.242  0.869
C  1.243  5.189  0.124
I  0.947  7.309  0.066
H  -1.836  4.008  -0.461
H  -1.135  5.542  -0.808
H  1.696  4.929  -0.832
H  1.935  4.991  0.933
C  3.757  -2.725  -0.771
N  2.547  -2.315  -1.470
C  2.622  -1.918  -2.768
C  1.542  -1.485  -3.431
C  0.326  -1.371  -2.685
N  0.259  -1.710  -1.397
C  1.332  -2.287  -0.789
O  1.278  -2.772  0.345
N  -0.763  -0.938  -3.313
H  4.273  -3.498  -1.341
H  3.471  -3.117  0.198
H  4.414  -1.864  -0.639
H  3.602  -1.974  -3.220
H  1.599  -1.163  -4.458
H  -0.652  -0.477  -4.198
H  -1.595  -0.717  -2.778



# 9
Density functional theory data (ωB97M-V/def2-TZVPD) for a 2-piece molecular cluster, C4H8S2Si overall at a distorted geometry.

Output
E = -1242.9698 Ha
highest occupied orbital energy = -8.02 eV
SMILES = C[Si](C)=S.C1=CS1
Kohn-Sham gap = 8.2 eV
spin multiplicity = 1

Atoms and positions in Å:
C  3.264  1.267  0.528
C  4.286  0.626  0.078
C  -0.470  -1.032  0.573
C  -3.416  -0.248  -0.801
Si  -1.710  0.218  -0.050
S  -1.239  2.168  0.058
S  2.761  -0.332  -0.345
H  2.831  1.924  1.155
H  5.317  0.512  -0.011
H  0.036  -1.280  -0.327
H  0.420  -0.626  1.084
H  -0.764  -1.894  1.076
H  -4.330  -0.159  -0.200
H  -3.673  0.215  -1.721
H  -3.314  -1.360  -1.098



# 10
Density functional theory data (ωB97M-V/def2-TZVPD) for one molecule with the formula C5H6OS at a distorted geometry.

Output
E = -667.4902 Ha
highest occupied orbital energy = -8.99 eV
SMILES = O[C@H]1C=CCC1=S
Kohn-Sham gap = 8.7 eV
spin multiplicity = 1

Atoms and positions in Å:
C  -0.791  -0.553  -0.338
C  -0.117  -0.842  -1.652
C  1.199  -0.753  -1.572
C  1.622  -0.206  -0.199
C  0.320  0.070  0.473
H  -2.014  0.773  0.288
H  -1.046  -1.458  0.194
H  -0.808  -1.104  -2.472
H  1.843  -1.142  -2.405
H  2.381  0.656  -0.295
H  2.069  -0.887  0.499
O  -1.882  0.348  -0.565
S  -0.048  0.880  1.777



# 11
Density functional theory data (ωB97M-V/def2-TZVPD) for C2F3NO5SSc as an isolated structure at a distorted geometry.

Output
E = -1965.5898 Ha
highest occupied orbital energy (alpha / beta) = -8.26 / -8.37 eV
Kohn-Sham gap (alpha / beta) = 6.5 / 6.4 eV
spin multiplicity = 2

Atoms and positions in Å:
Sc  -0.342  2.775  0.851
N  0.678  1.203  -1.483
S  1.919  1.191  -0.517
O  3.191  1.318  -1.237
O  1.701  2.080  0.689
C  2.152  -0.457  0.360
F  2.186  -1.432  -0.543
F  1.140  -0.687  1.193
F  3.284  -0.488  1.058
O  -0.503  1.492  -0.759
O  -2.573  0.249  0.705
C  -2.326  -0.295  -0.316
O  -2.351  -1.169  -1.094



# 12
Density functional theory data (ωB97M-V/def2-TZVPD) for one molecule with the formula C3H3FOS2 at a distorted geometry.

Output
E = -1087.5048 Ha
highest occupied orbital energy (alpha / beta) = -9.08 / -9.08 eV
Kohn-Sham gap (alpha / beta) = 7.8 / 7.8 eV
spin multiplicity = 1

Atoms and positions in Å:
C  -1.916  -1.326  -1.992
C  0.130  -0.307  -0.539
C  -1.012  -0.413  0.505
O  -2.184  -0.278  0.020
F  -0.810  -1.675  1.150
S  -3.291  -1.610  -2.640
S  -0.282  -1.389  -1.953
H  0.202  0.716  -0.908
H  1.079  -0.662  -0.143
H  -0.753  0.318  1.303



Look up the spin multiplicity of the first one.
1